{"formula": "C27H23F5IrN4O3PSTe", "method": "wB97M-V/def2-TZVPD", "species": ["Ir", "C", "C", "N", "N", "C", "N", "S", "C", "C", "C", "C", "C", "N", "H", "H", "H", "H", "H", "H", "H", "H", "H", "O", "C", "O", "C", "C", "C", "C", "C", "C", "P", "C", "C", "C", "C", "C", "C", "C", "C", "C", "C", "C", "C", "H", "H", "H", "H", "H", "H", "H", "H", "H", "H", "H", "H", "H", "H", "F", "Te", "F", "F", "F", "F", "O"], "positions_angstrom": [[-1.099, 1.724, -1.559], [-3.818, 3.717, 1.020], [-3.087, 3.070, -0.110], [-1.854, 2.636, -0.048], [-1.185, 2.837, 1.154], [0.030, 2.399, 1.124], [0.774, 2.537, 2.271], [0.803, 1.642, -0.255], [-3.690, 2.903, -1.420], [-4.954, 3.373, -1.760], [-5.399, 3.249, -3.062], [-4.561, 2.671, -4.005], [-3.322, 2.209, -3.605], [-2.899, 2.290, -2.340], [-3.142, 3.895, 1.848], [-4.637, 3.082, 1.369], [-4.251, 4.669, 0.704], [0.386, 3.200, 2.926], [1.767, 2.626, 2.122], [-5.571, 3.838, -1.005], [-6.380, 3.608, -3.342], [-4.857, 2.567, -5.039], [-2.637, 1.751, -4.303], [2.785, -1.955, -2.866], [2.544, -2.031, -1.716], [1.926, -0.951, -1.036], [2.856, -3.104, -0.748], [3.487, -4.294, -1.074], [3.830, -5.148, -0.040], [3.569, -4.799, 1.286], [2.946, -3.602, 1.603], [2.570, -2.763, 0.565], [1.779, -1.138, 0.543], [2.901, -0.101, 1.460], [2.654, 0.215, 2.791], [3.610, 0.922, 3.508], [4.792, 1.313, 2.897], [5.030, 0.998, 1.565], [4.091, 0.283, 0.844], [0.137, -1.371, 1.200], [0.021, -1.935, 2.475], [-1.234, -2.155, 3.014], [-2.368, -1.846, 2.272], [-2.249, -1.326, 0.994], [-0.998, -1.085, 0.448], [3.707, -4.526, -2.107], [4.322, -6.086, -0.257], [3.866, -5.472, 2.080], [2.772, -3.337, 2.637], [1.711, -0.043, 3.253], [3.421, 1.176, 4.543], [5.529, 1.872, 3.459], [5.947, 1.315, 1.085], [4.268, 0.051, -0.199], [0.899, -2.199, 3.051], [-1.327, -2.574, 4.007], [-3.349, -2.023, 2.695], [-3.127, -1.092, 0.406], [-0.918, -0.656, -0.541], [-2.871, -0.766, -2.904], [-1.228, -0.907, -3.793], [-2.073, -0.275, -5.338], [-1.842, -2.587, -4.305], [0.255, -1.333, -4.830], [-0.550, -1.842, -2.299], [-0.507, 0.683, -3.312]], "forces_ev_per_a": [[-0.13, 0.22, -0.22], [0.00, 0.00, -0.01], [0.05, -0.01, 0.01], [-0.09, 0.05, 0.09], [-0.01, -0.01, 0.04], [0.01, 0.03, -0.01], [-0.01, 0.09, -0.04], [0.09, -0.18, -0.03], [-0.01, -0.02, -0.03], [0.01, 0.00, 0.02], [-0.02, 0.00, -0.01], [0.01, -0.01, 0.00], [-0.02, -0.03, 0.02], [0.03, 0.00, 0.08], [0.01, -0.01, 0.00], [-0.01, 0.00, -0.01], [0.01, 0.01, 0.01], [0.01, 0.00, 0.01], [-0.04, -0.03, 0.01], [0.00, 0.00, 0.00], [0.00, 0.00, 0.00], [0.00, 0.00, 0.00], [0.00, 0.00, -0.01], [-0.04, 0.00, 0.02], [-0.10, -0.03, -0.14], [-0.04, 0.07, -0.03], [0.16, -0.07, 0.08], [-0.02, 0.01, 0.01], [0.01, -0.02, 0.02], [0.00, 0.00, -0.02], [-0.05, -0.04, -0.04], [0.02, -0.02, -0.15], [-0.13, 0.03, 0.24], [-0.05, 0.00, 0.06], [0.06, 0.00, -0.02], [0.02, -0.02, 0.00], [-0.02, 0.01, 0.03], [-0.01, 0.00, -0.02], [0.01, 0.01, 0.00], [-0.02, 0.03, -0.09], [0.02, 0.02, 0.04], [0.04, -0.01, 0.00], [-0.02, 0.00, -0.04], [-0.04, -0.02, 0.03], [0.05, 0.07, 0.06], [-0.01, 0.00, 0.00], [-0.01, 0.00, 0.00], [0.01, 0.00, 0.00], [0.00, -0.01, 0.00], [0.01, 0.00, 0.01], [0.00, 0.01, 0.00], [0.00, -0.01, 0.00], [0.00, 0.00, 0.00], [0.00, 0.01, 0.00], [-0.01, 0.01, 0.02], [0.01, 0.00, 0.00], [0.00, 0.00, 0.00], [0.01, 0.01, -0.01], [0.00, 0.02, 0.15], [0.02, 0.01, 0.04], [0.34, 0.04, -0.04], [0.00, 0.01, 0.05], [-0.07, 0.01, -0.03], [0.00, -0.08, 0.11], [0.11, -0.11, -0.25], [-0.16, -0.05, 0.00]], "energy_ev": -84320.5588, "relative_energy_kj_mol": 266.6, "gap_ev": 5.8}

***

{"formula": "C4H7ClNO", "method": "wB97M-V/def2-TZVPD", "species": ["C", "C", "Cl", "C", "C", "N", "O", "H", "H", "H", "H", "H", "H", "H"], "positions_angstrom": [[-1.558, -0.577, 1.055], [-0.862, 0.154, -0.097], [-1.452, -0.696, -1.634], [0.575, 0.032, 0.175], [1.370, 0.400, -1.000], [2.516, 0.786, -1.053], [3.595, 1.132, -1.074], [-0.892, -0.582, 2.009], [-2.572, -0.097, 1.422], [-1.788, -1.680, 0.804], [-1.153, 1.213, -0.388], [0.845, -0.900, 0.521], [0.628, 0.773, 1.077], [0.747, 0.044, -1.817]], "forces_ev_per_a": [[-1.75, -0.20, 2.53], [-2.86, -0.08, -1.22], [0.91, 0.25, 0.21], [-0.19, 3.68, 2.76], [-0.72, -0.60, -0.31], [0.49, 0.06, -0.18], [0.52, 0.32, -0.06], [-1.07, 0.04, -1.60], [2.03, -0.87, -1.06], [0.53, 1.87, 0.26], [0.23, -1.23, 1.13], [0.72, -2.26, 0.60], [0.78, -1.20, -1.52], [0.38, 0.23, -1.54]], "charge": 1, "energy_ev": -20309.4417, "relative_energy_kj_mol": 398.9, "smiles": "C[C@H](Cl)CC=[N+]=O", "gap_ev": 7.6}

***

{"formula": "C36H28Cl2F5N6O5STbTe", "method": "wB97M-V/def2-TZVPD", "species": ["Tb", "O", "C", "C", "C", "C", "C", "C", "C", "N", "C", "C", "N", "C", "C", "C", "C", "C", "C", "C", "O", "H", "H", "H", "H", "H", "H", "H", "H", "H", "H", "H", "H", "H", "H", "N", "C", "S", "N", "N", "C", "C", "C", "C", "C", "C", "C", "C", "C", "C", "C", "C", "N", "H", "H", "H", "H", "H", "H", "H", "H", "H", "H", "H", "Cl", "C", "C", "C", "Cl", "C", "O", "C", "C", "O", "C", "H", "H", "H", "F", "Te", "F", "F", "F", "F", "O"], "positions_angstrom": [[0.004, 0.015, 0.324], [1.056, -0.347, -1.702], [2.009, -1.064, -2.127], [3.201, -0.482, -2.659], [4.250, -1.238, -3.098], [4.190, -2.635, -3.059], [3.056, -3.244, -2.575], [1.964, -2.502, -2.114], [0.803, -3.169, -1.611], [-0.198, -2.584, -1.076], [-1.321, -3.385, -0.678], [-2.596, -2.551, -0.850], [-2.631, -1.603, 0.216], [-3.703, -1.414, 0.863], [-3.827, -0.470, 1.955], [-5.088, -0.019, 2.338], [-5.245, 0.925, 3.330], [-4.115, 1.470, 3.926], [-2.855, 1.049, 3.563], [-2.672, 0.045, 2.605], [-1.496, -0.416, 2.241], [3.250, 0.596, -2.665], [5.147, -0.754, -3.470], [5.036, -3.220, -3.393], [3.010, -4.328, -2.522], [0.803, -4.272, -1.723], [-1.228, -3.629, 0.387], [-1.386, -4.330, -1.247], [-3.497, -3.195, -0.880], [-2.520, -1.994, -1.792], [-4.632, -1.955, 0.590], [-5.956, -0.400, 1.816], [-6.233, 1.253, 3.622], [-4.220, 2.240, 4.677], [-1.982, 1.487, 4.020], [0.056, 4.544, -1.524], [0.368, 3.223, -1.265], [-0.548, 2.063, -2.091], [1.416, 3.074, -0.483], [1.786, 1.843, -0.119], [2.947, 1.725, 0.467], [3.805, 2.885, 0.797], [4.164, 3.828, -0.163], [4.982, 4.891, 0.172], [5.440, 5.037, 1.470], [5.055, 4.126, 2.442], [4.243, 3.058, 2.110], [3.450, 0.388, 0.735], [4.818, 0.179, 0.973], [5.295, -1.108, 1.090], [4.404, -2.164, 0.976], [3.066, -1.871, 0.757], [2.594, -0.643, 0.638], [-0.873, 4.664, -1.897], [0.331, 5.180, -0.788], [3.803, 3.714, -1.172], [5.270, 5.610, -0.585], [6.098, 5.858, 1.726], [5.389, 4.250, 3.463], [3.928, 2.351, 2.864], [5.488, 1.024, 1.037], [6.351, -1.288, 1.257], [4.734, -3.188, 1.054], [2.346, -2.675, 0.682], [-4.011, 6.920, 1.054], [-3.031, 5.484, 1.068], [-1.741, 5.570, 1.610], [-0.959, 4.451, 1.645], [0.644, 4.517, 2.274], [-1.399, 3.166, 1.147], [-0.686, 2.146, 1.220], [-2.715, 3.166, 0.554], [-3.147, 1.974, -0.113], [-2.497, 0.949, -0.272], [-3.514, 4.315, 0.548], [-1.376, 6.514, 1.987], [-4.170, 2.039, -0.550], [-4.502, 4.265, 0.105], [1.337, -0.681, 4.975], [0.256, -0.859, 3.279], [0.187, -1.918, 1.474], [1.762, -2.190, 3.235], [-0.664, -2.526, 3.802], [-0.962, -0.336, 4.800], [1.059, 0.527, 2.564]], "forces_ev_per_a": [[-0.19, 1.36, -2.36], [0.06, -0.07, 0.15], [0.21, -0.59, -0.29], [-0.24, 0.28, 0.11], [0.04, -0.10, 0.01], [0.30, -0.26, -0.11], [-0.10, -0.01, 0.04], [0.42, 0.63, -0.13], [-0.63, -0.24, 0.13], [0.28, -0.09, 0.03], [-0.33, -0.34, 0.00], [-0.07, -0.47, -0.15], [-0.17, 0.08, 0.22], [0.09, -0.52, -0.49], [0.55, 0.43, 0.52], [0.09, -0.09, -0.09], [-0.15, 0.11, 0.03], [-0.08, -0.04, -0.07], [0.33, 0.01, -0.13], [-1.48, 0.37, 0.31], [1.38, -0.15, 0.06], [-0.04, 0.17, -0.01], [-0.01, 0.03, 0.00], [0.02, -0.08, -0.02], [-0.05, -0.04, -0.03], [-0.08, 0.13, -0.02], [-0.02, -0.02, -0.06], [0.00, 0.13, 0.03], [0.14, 0.10, 0.00], [-0.03, -0.11, -0.01], [0.18, 0.05, 0.02], [-0.08, -0.14, -0.03], [-0.07, 0.05, 0.00], [0.02, 0.07, 0.06], [0.04, 0.00, 0.02], [0.11, 0.26, 0.15], [0.07, -0.41, -0.65], [-0.08, -0.04, -0.09], [0.59, 0.76, 0.34], [0.17, -0.15, 0.32], [-0.87, 0.63, -0.52], [-0.04, 0.25, -0.01], [0.06, -0.16, -0.01], [0.11, 0.08, -0.09], [0.08, 0.06, 0.14], [0.12, 0.11, 0.10], [-0.13, -0.07, -0.19], [0.35, -0.65, 0.06], [-0.31, 0.22, -0.05], [-0.18, -0.31, -0.03], [0.16, 0.22, -0.03], [0.13, -0.40, 0.08], [0.00, 0.38, 0.06], [0.06, 0.01, 0.12], [0.01, 0.04, -0.03], [-0.06, -0.01, -0.07], [-0.01, 0.02, -0.04], [-0.01, 0.08, 0.02], [0.01, 0.00, 0.05], [-0.03, -0.09, 0.08], [-0.03, -0.02, -0.02], [0.00, 0.00, 0.02], [-0.04, -0.09, 0.01], [-0.06, 0.09, 0.08], [-0.30, 0.40, -0.01], [-0.07, -0.11, -0.07], [-0.05, -0.30, -0.08], [0.00, -0.24, 0.04], [0.18, 0.16, 0.27], [-0.64, 0.20, -0.21], [0.40, -0.24, 0.28], [0.74, 0.24, 0.44], [-0.05, -0.54, -0.31], [-0.59, 0.32, -0.02], [0.18, -0.18, -0.04], [0.06, 0.02, 0.05], [0.11, -0.06, 0.02], [-0.05, 0.06, -0.01], [-0.65, 0.16, -1.18], [-0.14, -5.33, 6.54], [0.02, 0.73, 0.48], [-0.87, 0.94, -0.40], [0.68, 1.29, -0.63], [0.61, 0.24, -1.47], [-0.08, 0.81, -1.23]], "charge": -2, "energy_ev": -136163.9359, "spin_multiplicity": 7, "s2": 12.614, "gap_ev": [6.2, 6.2]}

***

{"formula": "C4H10N2", "method": "wB97M-V/def2-TZVPD", "species": ["C", "C", "N", "C", "C", "N", "H", "H", "H", "H", "H", "H", "H", "H", "H", "H"], "positions_angstrom": [[-2.269, -0.082, 0.506], [-1.036, 0.122, -0.362], [-0.604, -1.058, -1.131], [0.235, -0.544, -0.046], [1.561, 0.134, -0.325], [2.009, 0.898, 0.841], [-2.317, -1.106, 0.888], [-2.292, 0.602, 1.349], [-3.201, 0.082, -0.059], [-0.941, 1.104, -0.815], [-0.221, -0.770, -2.037], [0.262, -1.210, 0.817], [2.269, -0.630, -0.645], [1.403, 0.826, -1.160], [2.868, 1.410, 0.605], [2.274, 0.221, 1.574]], "forces_ev_per_a": [[-0.21, -0.05, -0.44], [-0.61, -0.18, 0.60], [0.27, 0.36, -0.54], [0.38, -0.07, 0.41], [-0.65, 0.05, -0.22], [0.61, -0.40, 0.28], [0.18, 0.11, -0.07], [0.15, 0.13, 0.12], [0.35, -0.03, 0.02], [-0.03, -0.06, -0.14], [-0.13, -0.11, 0.33], [-0.07, 0.07, -0.05], [0.25, -0.10, -0.14], [0.14, -0.03, 0.03], [-0.47, -0.29, 0.18], [-0.15, 0.60, -0.38]], "energy_ev": -7289.3218, "relative_energy_kj_mol": 125.2, "smiles": "C[C@@H]1N[C@H]1CN", "gap_ev": 10.6}